Record 1
C8H6N5O2 as an isolated structure, computed with ωB97M-V with the def2-TZVPD basis set.

XYZ file:
```
21
C8H6N5O2, DFT ωB97M-V with the def2-TZVPD basis set
C -3.11 -0.47 -0.27
C -2.83 -1.46 0.61
C -2.04 0.25 -0.86
C -1.50 -1.96 0.76
C -0.73 -0.20 -0.80
C -0.44 -1.28 0.05
C 2.46 1.37 -0.87
C 1.96 -1.30 0.27
N 2.05 0.66 0.30
N 2.50 2.71 -0.48
N 2.20 2.72 0.80
N 1.87 1.51 1.28
N 0.83 -1.78 0.17
O 2.52 0.96 -2.01
O 3.08 -1.62 0.38
H -4.04 -0.10 -0.67
H -3.68 -1.90 1.23
H -2.41 0.92 -1.65
H -1.23 -2.64 1.50
H 0.15 0.19 -1.17
H 2.41 3.42 1.43
```

Net charge: -1
Energy, Ha: -732.70215
Largest force on an atom, eV Å⁻¹: 4.93
Energy above the lowest of the compared OMol25 structures with the same formula, charge and spin, kJ/mol: 113.8

Mulliken population analysis, charges in e, atoms 1 to 8: -0.36, -0.34, -0.71, -0.52, -0.20, 0.37, 0.56, 0.66


Record 2
One molecule with the formula C8H6O, computed with ωB97M-V with the def2-TZVPD basis set.

XYZ file:
```
15
C8H6O, DFT ωB97M-V with the def2-TZVPD basis set
C 3.42 0.14 -0.15
C 2.36 -0.35 -0.29
C 1.24 -1.26 -0.30
C 0.09 -0.43 -0.07
C -0.02 1.00 -0.19
C -1.36 1.38 -0.33
C -2.19 0.14 0.19
O -2.29 -1.00 -0.80
C -1.35 -0.99 0.28
H 4.28 0.86 0.16
H 1.28 -2.27 0.02
H 0.89 1.86 0.07
H -1.78 2.39 -0.39
H -3.21 0.40 0.70
H -1.36 -1.86 1.10
```

Energy, Ha: -383.43900
Largest force on an atom, eV Å⁻¹: 6.55
Energy above the lowest of the compared OMol25 structures with the same formula, charge and spin, kJ/mol: 519.3

Mulliken population analysis, charges in e, atoms 1 to 8: 0.20, -0.38, -0.73, 0.47, -0.17, -0.64, -0.06, -0.44


Record 3
One molecule with the formula C8H6O2, computed with ωB97M-V with the def2-TZVPD basis set.

XYZ file:
```
16
C8H6O2, DFT ωB97M-V with the def2-TZVPD basis set
O -2.44 -1.63 0.75
C -1.81 -1.27 -0.18
C -0.49 -0.51 -0.20
C 0.62 -1.41 -0.22
C 1.94 -0.86 -0.09
C 2.06 0.48 0.20
C 0.94 1.36 0.21
C -0.33 0.87 0.05
C -1.62 1.65 0.07
O -2.67 1.24 -0.36
H -2.07 -1.93 -1.16
H 0.41 -2.48 -0.23
H 2.91 -1.50 -0.09
H 3.13 0.86 0.26
H 1.10 2.39 0.51
H -1.69 2.74 0.47
```

Energy, Ha: -458.86738
Largest force on an atom, eV Å⁻¹: 4.13
Energy above the lowest of the compared OMol25 structures with the same formula, charge and spin, kJ/mol: 170.8

Mulliken population analysis, charges in e, atoms 1 to 8: -0.38, -0.32, 0.87, -0.52, -0.35, -0.42, -0.42, 0.32


Record 4
A 2-piece molecular cluster, C8H6O3 overall, computed with ωB97M-V with the def2-TZVPD basis set.

XYZ file:
```
17
C8H6O3, DFT ωB97M-V with the def2-TZVPD basis set
C 2.04 -0.06 0.06
C 1.71 1.30 0.01
C 0.37 1.82 0.00
C -0.66 0.95 0.28
C -2.73 -0.01 0.10
C -1.71 -1.08 0.17
C -0.36 -0.50 0.08
C 0.97 -0.91 -0.01
H 3.16 -1.51 -0.62
H 2.38 2.11 -0.43
H 0.41 3.00 -0.35
H -1.91 -1.68 1.15
H -2.18 -1.80 -0.65
H 1.12 -2.05 -0.30
O 3.32 -0.58 0.31
O -2.01 1.16 0.32
O -3.90 -0.17 -0.10
```

Energy, Ha: -534.03699
Largest force on an atom, eV Å⁻¹: 6.95
Energy above the lowest of the compared OMol25 structures with the same formula, charge and spin, kJ/mol: 355.7

Mulliken population analysis, charges in e, atoms 1 to 8: 0.79, -0.36, -0.49, 0.18, 0.45, -0.47, 0.05, -0.08


Record 5
C8H6O3 as an isolated structure, computed with ωB97M-V with the def2-TZVPD basis set.

XYZ file:
```
17
C8H6O3, DFT ωB97M-V with the def2-TZVPD basis set
C -0.54 1.59 -0.74
C -1.49 0.65 -1.17
C 0.48 0.21 0.33
C -1.35 -0.66 -0.74
C -1.60 2.03 -1.59
C 1.67 0.33 1.11
C -2.17 -1.86 -1.02
C 2.29 1.70 1.16
O -2.15 2.88 -2.19
O 2.13 -0.65 1.67
O -0.28 -0.79 0.05
H -3.23 -1.63 -0.92
H -2.00 -2.21 -2.04
H -1.91 -2.66 -0.33
H 2.47 1.97 2.20
H 1.66 2.44 0.69
H 3.26 1.67 0.66
```

Energy, Ha: -533.91601
Largest force on an atom, eV Å⁻¹: 5.56
Energy above the lowest of the compared OMol25 structures with the same formula, charge and spin, kJ/mol: 673.3

Mulliken population analysis, charges in e, atoms 1 to 8: -0.09, 0.53, 0.51, 0.16, 0.19, 0.60, -1.31, -1.05


Record 6
C8H6O4 as an isolated structure, computed with ωB97M-V with the def2-TZVPD basis set.

XYZ file:
```
18
C8H6O4, DFT ωB97M-V with the def2-TZVPD basis set
C -1.51 0.30 -0.37
C -0.99 1.21 0.55
C 0.28 1.18 0.98
C 0.81 2.27 1.79
C 1.12 0.30 0.34
C 0.63 -0.75 -0.57
C 1.55 -1.92 -0.78
C -0.73 -0.71 -0.83
H -2.85 -0.65 -0.89
H -1.69 1.86 0.95
H 0.07 3.01 2.05
H 2.22 0.14 0.59
H 1.14 -3.26 -0.75
H -0.72 -2.31 -2.08
O -2.84 0.38 -0.65
O 2.01 2.25 2.04
O 2.82 -1.65 -0.72
O -1.32 -1.65 -1.64
```

Energy, Ha: -609.29993
Largest force on an atom, eV Å⁻¹: 6.25
Energy above the lowest of the compared OMol25 structures with the same formula, charge and spin, kJ/mol: 357.9

Mulliken population analysis, charges in e, atoms 1 to 8: -0.28, -0.49, 0.04, -0.19, -0.57, 0.23, -0.13, 1.48


Record 7
C8H7Br6NO2 as an isolated structure, computed with ωB97M-V with the def2-TZVPD basis set.

XYZ file:
```
24
C8H7Br6NO2, DFT ωB97M-V with the def2-TZVPD basis set
C -1.86 0.18 2.75
Br -3.05 1.11 4.05
Br -2.76 -0.24 1.05
Br -0.74 -1.37 3.62
H -1.13 0.95 2.50
C -2.51 -1.95 -2.53
Br -2.39 -2.03 -4.52
Br -2.15 -3.72 -1.83
Br -4.37 -1.44 -2.01
H -1.90 -1.17 -2.10
C 2.24 -1.06 -0.57
C 3.02 -0.11 0.04
C 2.65 1.14 0.42
C 1.35 1.53 0.07
C 0.46 0.60 -0.53
C 0.92 -0.66 -0.84
N 0.96 2.90 0.44
O 1.72 3.76 0.82
O -0.21 3.11 0.38
H 2.67 -2.05 -0.62
H 4.02 -0.41 0.30
H 3.37 1.65 1.06
H -0.59 0.71 -0.73
H 0.25 -1.42 -1.22
```

Energy, Ha: -15958.20620
Largest force on an atom, eV Å⁻¹: 3.02
Energy above the lowest of the compared OMol25 structures with the same formula, charge and spin, kJ/mol: 115.6

Mulliken population analysis, charges in e, atoms 1 to 8: -0.12, -0.04, 0.09, -0.05, 0.16, 0.28, -0.03, 0.02


Record 8
C8H7Cl2HfN4S5 as an isolated structure, computed with ωB97M-V with the def2-TZVPD basis set.

XYZ file:
```
27
C8H7Cl2HfN4S5, DFT ωB97M-V with the def2-TZVPD basis set
Hf -2.42 -0.61 -0.07
Cl 0.10 -0.30 0.99
C 0.85 -1.83 0.56
C 2.24 -1.88 0.48
C 2.85 -3.08 0.20
C 2.08 -4.22 0.00
C 0.70 -4.16 0.07
Cl -0.23 -5.58 -0.17
C 0.05 -2.94 0.33
S -1.71 -2.93 0.39
H 2.82 -0.99 0.66
H 3.92 -3.14 0.14
H 2.55 -5.17 -0.19
S -3.24 0.51 1.99
S -4.88 1.04 0.81
S -5.52 -0.73 -0.01
S -4.31 -1.00 -1.67
N 0.51 5.27 -0.12
C 0.47 3.97 -0.40
N 1.60 3.27 -0.51
N -0.72 3.43 -0.57
C -1.14 2.27 -0.76
N -1.68 1.24 -0.95
H 1.38 5.77 -0.01
H -0.35 5.78 -0.07
H 2.50 3.71 -0.35
H 1.58 2.30 -0.77
```

Net charge: +1
Energy, Ha: -3487.36253
Largest force on an atom, eV Å⁻¹: 2.06
Energy above the lowest of the compared OMol25 structures with the same formula, charge and spin, kJ/mol: 69.6

Mulliken population analysis, charges in e, atoms 1 to 8: 0.80, -0.26, 1.24, -0.76, -0.45, -0.64, 0.26, -0.18


Question: The lowest largest force on an atom belongs to which entry?
Answer: C8H7Cl2HfN4S5